Computed, not measured: 2 unconnected molecules or ions with the total composition C20H39N3O2, with ωB97M-V with the def2-TZVPD basis set.

Calculated values
* calculated total energy: -29931.909 eV
* E_LUMO: -1.081 eV
* energy relative to the best compared isomer or geometry (same formula, charge and spin): 821.04 kJ/mol

Atoms and positions in Å:
C (1.5040, -1.1471, 1.6246)
C (0.8559, -1.0069, 0.2666)
O (0.6892, -2.2706, -0.4186)
C (1.8215, -2.8117, -0.9533)
N (1.6479, -2.7667, -2.4704)
C (1.4271, -1.4008, -3.0556)
C (2.6623, -0.5179, -2.9735)
C (3.9631, -1.1520, -3.5060)
C (5.1640, -0.8055, -2.6169)
N (5.2251, -1.7377, -1.5034)
C (5.1169, -1.4129, -0.1820)
C (5.1738, -2.5624, 0.5536)
C (5.3387, -3.6340, -0.3541)
C (5.3737, -3.0950, -1.6099)
H (1.0905, -1.9890, 2.1763)
H (1.3325, -0.2252, 2.1803)
H (2.5853, -1.2798, 1.5471)
H (1.4309, -0.3272, -0.3658)
H (-0.1418, -0.5900, 0.3748)
H (2.7609, -2.3295, -0.6745)
H (1.8919, -3.8716, -0.7011)
H (2.4330, -3.2536, -2.9039)
H (0.8144, -3.3229, -2.6649)
H (0.6127, -0.9673, -2.4770)
H (1.0664, -1.5182, -4.0755)
H (2.4546, 0.3673, -3.5745)
H (2.8073, -0.1605, -1.9547)
H (3.9041, -2.2351, -3.5989)
H (4.1616, -0.7751, -4.5105)
H (6.0891, -0.7991, -3.1899)
H (4.9950, 0.1761, -2.1767)
H (5.0017, -0.4011, 0.1715)
H (5.1166, -2.6346, 1.6265)
H (5.4268, -4.6821, -0.1208)
H (5.5144, -3.5631, -2.5704)
C (-2.7717, -0.1199, 1.5043)
C (-3.0635, 1.2374, 0.8261)
C (-4.5255, 1.2534, 0.3595)
C (-5.5484, 1.4091, 1.4894)
C (-4.9865, 2.1969, 2.6860)
C (-3.7941, 3.1011, 2.3483)
N (-2.7366, 2.2838, 1.7936)
O (-1.5885, 3.0253, 1.4575)
C (-3.2750, 3.6863, 3.6615)
C (-4.2406, 4.2750, 1.4552)
C (-2.1839, 1.3466, -0.4080)
H (-1.7262, -0.1422, 1.8234)
H (-2.9527, -0.9710, 0.8286)
H (-3.3912, -0.2537, 2.3913)
H (-4.6521, 2.0804, -0.3429)
H (-4.7354, 0.3451, -0.2181)
H (-6.4296, 1.9194, 1.0913)
H (-5.9002, 0.4304, 1.8273)
H (-5.7856, 2.7937, 3.1357)
H (-4.6612, 1.4986, 3.4632)
H (-2.8840, 2.8878, 4.2944)
H (-4.0808, 4.1988, 4.2002)
H (-2.4733, 4.3977, 3.4718)
H (-5.0148, 4.8682, 1.9541)
H (-4.6456, 3.9407, 0.4987)
H (-3.3878, 4.9224, 1.2527)
H (-2.3962, 0.5111, -1.0936)
H (-1.1355, 1.3057, -0.1155)
H (-2.3441, 2.2747, -0.9547)

Cartesian forces (eV/Å) of the 2 atoms listed first:
C 0.289 0.014 -0.114
C -0.156 0.343 0.323

natural (NBO) population analysis, charges in e, atoms 1 to 2: number 1, C, carries -0.65; number 2, C, carries -0.08

Computed, not measured: 3 unconnected molecules or ions with the total composition C13H8Cl2N3O4 at a distorted geometry, with ωB97M-V with the def2-TZVPD basis set.

Calculated values
* net charge: -1
* calculated total energy: -51315.078 eV
* E_LUMO: 0.903 eV

Atoms and positions in Å:
N (2.3622, -2.9180, 2.0271)
C (1.4003, -2.3524, 2.3751)
C (0.2257, -1.6746, 2.8158)
C (-0.7766, -1.3456, 1.9460)
C (-0.7294, -1.6406, 0.5603)
N (-0.7447, -1.8621, -0.5933)
C (-2.0431, -0.7277, 2.3878)
O (-2.9305, -0.5015, 1.5734)
C (-2.1483, -0.4286, 3.8393)
Cl (-3.6292, 0.2239, 4.3593)
C (-1.1136, -0.6697, 4.6956)
Cl (-1.1983, -0.2571, 6.3421)
C (0.1580, -1.3131, 4.2457)
O (1.1077, -1.5215, 4.9953)
O (0.9682, -1.7376, -3.6641)
C (1.4943, -1.8267, -2.6157)
C (1.4225, 1.1756, -1.8974)
C (1.5397, 1.9780, -3.1279)
C (0.0776, 2.4229, -3.3816)
C (-0.8095, 1.6544, -2.4054)
N (0.1829, 1.0243, -1.5113)
O (2.0599, -1.9233, -1.5913)
H (2.2675, 0.7625, -1.3420)
H (2.2602, 2.7941, -3.0516)
H (1.8418, 1.3070, -3.9377)
H (-0.0068, 3.4917, -3.1804)
H (-0.2310, 2.1921, -4.3965)
H (-1.4651, 2.3413, -1.8604)
H (-1.4349, 0.8771, -2.8763)
H (-0.1076, 0.4550, -0.7302)

Cartesian forces (eV/Å) of the 2 atoms listed first:
N -1.153 0.710 0.278
C 0.929 -0.458 -0.022

natural (NBO) population analysis, charges in e, atoms 1 to 2: number 1, N, carries -0.44; number 2, C, carries 0.32

Computed, not measured: 2 unconnected molecules or ions with the total composition C8H16NO4P at a distorted geometry, with ωB97M-V with the def2-TZVPD basis set.

Calculated values
* net charge: -2
* calculated total energy: -27522.982 eV
* E_LUMO: 6.005 eV
* energy relative to the best compared isomer or geometry (same formula, charge and spin): 69.40 kJ/mol

Atoms and positions in Å:
C (1.9077, 0.2324, 0.4744)
C (-1.5540, 0.6119, 2.6890)
C (-0.7250, -2.6406, -0.3021)
C (3.3910, 0.4289, -1.5625)
C (1.2295, 1.6643, -1.2934)
C (-0.8313, -0.3042, 1.6370)
C (-0.6932, -1.0955, -0.6426)
C (-1.4395, -0.2660, 0.3268)
N (2.1064, 0.5948, -0.9474)
O (-3.0542, -0.6148, 0.1967)
O (-3.1306, 2.0002, 0.5223)
O (2.9382, -0.3340, 0.9357)
O (-2.8477, 0.9533, -1.8420)
P (-2.6874, 0.8573, -0.3552)
H (-1.4930, 0.3537, 3.7017)
H (-0.9882, 1.5447, 2.8010)
H (-2.5798, 0.6294, 2.3633)
H (0.2152, -3.1188, 0.0460)
H (-1.0249, -3.1320, -1.2525)
H (-1.5229, -2.7922, 0.3921)
H (4.0266, 0.1675, -0.7266)
H (3.4098, -0.4723, -2.2727)
H (3.8695, 1.3027, -2.0402)
H (1.7668, 2.6805, -1.4714)
H (0.5318, 1.5567, -2.1732)
H (0.6161, 1.8972, -0.3829)
H (0.2147, 0.0542, 1.3437)
H (-0.8637, -1.2963, 2.0972)
H (-1.0976, -0.8570, -1.6055)
H (0.3096, -0.6057, -0.6566)

Cartesian forces (eV/Å) of the 2 atoms listed first:
C 3.236 -0.390 -0.023
C 1.409 0.221 -1.554

natural (NBO) population analysis, charges in e, atoms 1 to 2: number 1, C, carries 0.28; number 2, C, carries -0.62

Computed, not measured: a gas-phase ion, C3H6NO2 (charge -1) at a distorted geometry, with ωB97M-V with the def2-TZVPD basis set.

Calculated values
* net charge: -1
* structure (SMILES): O=CCNC[O-]
* calculated total energy: -8791.265 eV
* E_LUMO: 4.268 eV
* energy relative to the best compared isomer or geometry (same formula, charge and spin): 381.28 kJ/mol

Atoms and positions in Å:
O (-1.9351, 1.5258, 0.2951)
C (-0.8839, 0.8408, 0.3192)
C (0.0347, 0.6543, -0.8861)
N (0.8212, -0.5266, -0.9911)
C (1.3769, -0.9951, 0.2547)
O (0.2699, -1.4315, 1.0230)
H (-0.0908, 0.9351, 1.2743)
H (-0.6316, 0.6701, -1.6771)
H (0.5506, 1.5926, -0.7295)
H (0.4334, -1.2698, -1.5757)
H (2.0927, -1.7888, 0.1885)
H (2.0521, -0.2065, 0.7860)

Cartesian forces (eV/Å) of the 2 atoms listed first:
O 1.932 -2.537 -0.072
C 1.495 3.415 2.788

natural (NBO) population analysis, charges in e, atoms 1 to 2: number 1, O, carries -0.64; number 2, C, carries 0.46

Computed, not measured: 2 unconnected molecules or ions with the total composition C7H11BrN2S2 at a distorted geometry, with ωB97M-V with the def2-TZVPD basis set.

Calculated values
* calculated total energy: -102127.442 eV
* E_LUMO: -0.916 eV
* energy relative to the best compared isomer or geometry (same formula, charge and spin): 0.00 kJ/mol

Atoms and positions in Å:
C (2.8666, -0.7321, -0.0861)
N (2.3630, 0.0967, 1.0771)
C (1.3589, 1.0846, 0.6405)
N (0.0514, 0.4974, 0.2826)
C (-0.3246, -0.8295, 0.4804)
C (-1.6032, -1.4148, 0.0891)
S (-1.9188, -3.2030, 0.3782)
C (-2.6204, -0.5108, -0.5643)
C (-2.2247, 0.9449, -0.7454)
C (-0.9017, 1.3767, -0.3186)
S (-0.5140, 3.1534, -0.6326)
H (2.3924, -1.7548, 0.0484)
H (2.3967, -0.3045, -1.0186)
H (3.9835, -0.7939, -0.1271)
H (3.1845, 0.6667, 1.3263)
H (1.8032, 1.7178, -0.1864)
H (1.1796, 1.7750, 1.5223)
H (0.4364, -1.5139, 0.9445)
H (-1.0423, -3.8076, -0.5148)
H (-3.6069, -0.9063, -0.9052)
H (-2.9823, 1.6258, -1.2051)
H (0.1934, 3.1948, -1.8242)
Br (-4.4710, -0.3624, 1.3391)

Cartesian forces (eV/Å) of the 2 atoms listed first:
C -1.676 -0.486 0.159
N 0.704 0.301 -1.083

natural (NBO) population analysis, charges in e, atoms 1 to 2: number 1, C, carries -0.44; number 2, N, carries -0.62

Computed, not measured: a molecular structure, C21H83AgO21 at a distorted geometry, with ωB97M-V with the def2-TZVPD basis set.

Calculated values
* calculated total energy: -70110.524 eV
* E_LUMO: 0.434 eV

Atoms and positions in Å:
Ag (11.7153, 13.1458, 8.7069)
C (12.9520, 11.8101, 11.6551)
O (12.3676, 12.9616, 11.0960)
H (13.6601, 11.3245, 10.9188)
H (13.5398, 12.1385, 12.5621)
H (12.2177, 11.0190, 11.8740)
C (12.4147, 7.3002, 12.2757)
O (13.7630, 7.6911, 12.0266)
H (11.9512, 7.8232, 13.1468)
H (11.7911, 7.6278, 11.3983)
H (12.3555, 6.1953, 12.2642)
H (14.0871, 8.2478, 12.7769)
C (19.1991, 11.5573, 13.9491)
O (20.1500, 10.6315, 14.4030)
H (19.6939, 12.5017, 13.5120)
H (18.4847, 11.0440, 13.3009)
H (18.5819, 11.9331, 14.7989)
H (20.8986, 11.0804, 14.7083)
C (11.1509, 18.0443, 16.4932)
O (10.9018, 17.8840, 15.1163)
H (10.9560, 17.0503, 17.0155)
H (12.2094, 18.3648, 16.6814)
H (10.4475, 18.8175, 16.8586)
H (11.4782, 18.4871, 14.6539)
C (13.2362, 15.4862, 12.5794)
O (13.8815, 14.8444, 11.5300)
H (13.9304, 15.8562, 13.3443)
H (12.7613, 16.3979, 12.2078)
H (12.5388, 14.8137, 13.1388)
H (12.9478, 13.7734, 11.2032)
C (14.5921, 7.9914, 8.8296)
O (13.9876, 9.0130, 9.6188)
H (14.7678, 7.0759, 9.4105)
H (13.9071, 7.6977, 8.0098)
H (15.5661, 8.3439, 8.3887)
H (14.1519, 8.7006, 10.5621)
C (12.4247, 17.0553, 9.3621)
O (13.7400, 17.0489, 9.8017)
H (11.7764, 16.3836, 9.9507)
H (12.0594, 18.0944, 9.3760)
H (12.4339, 16.5969, 8.3512)
H (13.9684, 16.2310, 10.3924)
C (15.0578, 17.2397, 6.7187)
O (15.0166, 16.1666, 7.7107)
H (15.2636, 16.7314, 5.7636)
H (14.0442, 17.6005, 6.6590)
H (15.7701, 18.0288, 6.9681)
H (14.7227, 16.5913, 8.6166)
C (7.7698, 9.4593, 16.7907)
O (9.0133, 8.9871, 17.3050)
H (7.0292, 8.7254, 17.0856)
H (7.4781, 10.4797, 17.0760)
H (7.6902, 9.4102, 15.6911)
H (9.6799, 9.5493, 16.8803)
C (11.0711, 14.4499, 16.2577)
O (11.2373, 13.0944, 16.3275)
H (10.1372, 14.5731, 15.5982)
H (11.0570, 14.9811, 17.1810)
H (11.8039, 14.9175, 15.6129)
H (12.1446, 12.7667, 16.1301)
C (10.6043, 9.8302, 8.8048)
O (10.8036, 10.8731, 7.8414)
H (11.4885, 9.6300, 9.4659)
H (9.7569, 10.1373, 9.4576)
H (10.4741, 8.9190, 8.3045)
H (11.7035, 10.6899, 7.5840)
C (9.4938, 14.2605, 12.7683)
O (9.8858, 13.7292, 11.5469)
H (8.4977, 14.7627, 12.7326)
H (9.5316, 13.5282, 13.6289)
H (10.1899, 15.0464, 13.0320)
H (10.7912, 13.3596, 11.4563)
C (8.8517, 14.6829, 8.1095)
O (9.9384, 14.8007, 9.0114)
H (8.0319, 15.3103, 8.3597)
H (9.2293, 15.0386, 7.2017)
H (8.5182, 13.6265, 8.0207)
H (9.7557, 14.5359, 10.0259)
C (16.7423, 14.0724, 12.7386)
O (15.5665, 13.3899, 12.8896)
H (16.5362, 15.0881, 12.4864)
H (17.3364, 14.1146, 13.6538)
H (17.3679, 13.6143, 11.9702)
H (14.9867, 13.8799, 12.2962)
C (16.8077, 14.0171, 9.2513)
O (15.5146, 13.5811, 9.6483)
H (17.5125, 14.2763, 10.1121)
H (17.3264, 13.3417, 8.6211)
H (16.5110, 14.8910, 8.7199)
H (15.1015, 14.3342, 9.9800)
C (14.2796, 10.9452, 6.8400)
O (13.3494, 11.0313, 7.9745)
H (15.3217, 10.7448, 7.0109)
H (13.9236, 10.2632, 5.9889)
H (14.2554, 12.0063, 6.5241)
H (13.7988, 10.5896, 8.7095)
C (10.3858, 10.7921, 14.1399)
O (10.0372, 10.7903, 15.4993)
H (9.5501, 10.4977, 13.4845)
H (10.8091, 11.7695, 13.8017)
H (11.1817, 10.0556, 13.9230)
H (10.4160, 11.5719, 15.8885)
C (15.0902, 11.9509, 15.8879)
O (14.0739, 12.6670, 15.2299)
H (15.8187, 11.5122, 15.2155)
H (15.4693, 12.7143, 16.6067)
H (14.5874, 11.1585, 16.4955)
H (14.4104, 13.0161, 14.4214)
C (16.8279, 10.5006, 10.8114)
O (16.4329, 11.0973, 12.1122)
H (16.7828, 9.4156, 10.9402)
H (16.0462, 10.6901, 10.0075)
H (17.7704, 10.8040, 10.5449)
H (15.9322, 11.9138, 11.9194)
C (15.6937, 8.5896, 14.6981)
O (15.1605, 9.2726, 13.5321)
H (16.0550, 9.2339, 15.5559)
H (14.8084, 8.0097, 14.9722)
H (16.4158, 7.7887, 14.4963)
H (15.8866, 9.8074, 13.0974)
C (12.8390, 14.4011, 5.8007)
O (12.8275, 14.6167, 7.1945)
H (12.5871, 15.3945, 5.2425)
H (13.7935, 13.9835, 5.5246)
H (12.0926, 13.6225, 5.5036)
H (13.6265, 15.1220, 7.4594)

Cartesian forces (eV/Å) of the 2 atoms listed first:
Ag 0.086 -0.121 0.111
C 1.738 -0.391 0.017

Löwdin population analysis, charges in e, atoms 1 to 2: number 1, Ag, carries 0.82; number 2, C, carries -0.10